Record 1
Below is one molecule with the formula C18H17Cl3N2O2S at a distorted geometry, with properties calculated with ωB97M-V/def2-TZVPD.

Cartesian coordinates (Å):
1 C 3.298 -2.118 3.484
2 O 1.874 -3.708 -1.397
3 H -1.799 1.374 4.343
4 C -1.905 1.879 3.394
5 H 1.394 1.933 -1.256
6 H -1.532 4.117 -2.962
7 Cl 5.206 -1.224 0.040
8 H 4.983 -1.006 2.762
9 N 0.905 -1.410 -1.088
10 C 4.176 -1.665 2.579
11 C 1.697 0.858 -1.234
12 C -0.695 0.439 -1.040
13 H -1.709 4.994 -0.452
14 C -1.990 4.041 2.237
15 C 2.222 -2.815 3.054
16 H -1.130 0.214 2.272
17 H 1.025 -0.070 0.571
18 N -1.443 4.025 -0.165
19 C 0.712 -0.044 -0.565
20 H 0.639 -1.499 -2.073
21 H 2.713 0.892 -0.739
22 H -2.324 5.018 2.281
23 Cl 3.548 -1.905 5.187
24 O 3.269 -1.788 -1.862
25 C -0.812 3.327 -2.527
26 Cl 0.333 -3.524 1.526
27 C 2.823 -2.453 0.744
28 C -1.718 3.452 1.054
29 H -1.396 -0.307 -0.779
30 H -2.476 3.651 4.311
31 H -0.727 0.502 -2.105
32 C 3.999 -1.931 1.231
33 H 1.746 0.500 -2.246
34 C -1.506 2.036 1.024
35 H 1.525 -3.185 3.877
36 H -0.732 2.425 -3.120
37 C -2.205 3.230 3.394
38 H 0.175 3.780 -2.628
39 C 1.918 -2.909 1.777
40 C -1.066 1.761 -0.405
41 C -1.512 1.257 2.236
42 S 2.281 -2.418 -0.931
43 C -1.032 3.028 -1.047

Computed properties:
* 2S+1: 1
* orbital gap: 7.3 eV
* relative energy (zero: lowest compared OMol25 entry of this formula, charge and spin): 46.0 kcal/mol

Record 2
Below is a 6-piece molecular cluster, CH15N2O5 overall at a distorted geometry, with properties calculated with ωB97M-V/def2-TZVPD.

Cartesian coordinates (Å):
1 H -0.820 -0.121 -2.614
2 O 0.142 -1.361 1.681
3 O -2.410 2.492 -1.779
4 O 0.674 2.019 1.514
5 H 0.058 -1.604 -0.267
6 H 0.763 2.375 2.378
7 H 2.307 -1.412 -3.674
8 H -0.017 0.672 0.107
9 H -0.195 -1.140 2.642
10 H 0.519 -0.752 4.951
11 N -0.269 0.816 -0.927
12 H -0.048 -2.436 -1.743
13 H -2.509 2.587 -2.648
14 H -3.010 3.238 -1.428
15 H 1.004 -1.502 1.817
16 H -0.310 -1.895 4.419
17 H -1.072 1.509 -1.127
18 N -0.317 -1.531 -1.121
19 H 3.458 -1.584 -2.527
20 C -0.423 -0.308 -1.657
21 O -0.144 -0.935 4.233
22 H 1.053 2.794 0.935
23 O 2.420 -1.450 -2.766

Computed properties:
* net charge: +1
* 2S+1: 1
* orbital gap: 11.7 eV
* relative energy (zero: lowest compared OMol25 entry of this formula, charge and spin): 56.9 kcal/mol

Q: Among the records above, which one has the highest relative energy (zero: lowest compared OMol25 entry of this formula, charge and spin)?
A: CH15N2O5

Q: The lowest orbital gap belongs to which entry?
A: C18H17Cl3N2O2S